1.
Here is a 11-piece molecular cluster, C6H33NO11 overall at a distorted geometry from OMol25. Energies are from ωB97M-V/def2-TZVPD.

```
51
C6H33NO11 (ωB97M-V/def2-TZVPD)
C 3.6279 1.5872 1.1209
C 2.7066 0.4069 1.1161
C 1.7747 0.3561 -0.1875
C 0.4666 0.9926 0.0579
O -0.4089 0.4955 0.7841
N 0.1753 2.2736 -0.3919
C 0.7746 2.8719 -1.5945
C -0.8067 3.1163 0.3123
H 3.3879 2.6228 0.8680
H 4.0079 1.7480 2.1383
H 4.5752 1.4534 0.5573
H 2.0621 0.3653 1.9971
H 3.1365 -0.6341 1.0565
H 2.3465 0.8121 -1.0081
H 1.6520 -0.7163 -0.3530
H -0.1082 3.2548 -2.1438
H 1.3513 3.8083 -1.4513
H 1.4028 2.2047 -2.1548
H -1.0398 2.6598 1.2807
H -0.3205 4.0518 0.5070
H -1.7631 3.1540 -0.1949
O -4.3109 1.9413 -2.5996
H -3.9656 1.6700 -1.7229
H -3.6183 1.6570 -3.2256
O -2.1421 0.2484 -3.5525
H -2.0650 -0.4538 -2.8763
H -1.6521 -0.1682 -4.2828
O -2.9370 0.6694 -0.5544
H -2.0331 0.7759 -0.8790
H -2.8008 0.9594 0.3539
O -0.3601 -2.0511 -4.3455
H -0.5495 -2.4836 -3.4726
H 0.3862 -1.4996 -4.0854
O -2.3631 -4.3381 -0.2535
H -2.6433 -3.8646 0.5387
H -2.0242 -5.1806 0.0742
O 0.8141 -2.0567 3.7670
H 0.8807 -1.8475 4.7100
H 0.8727 -1.2237 3.2896
O -0.0266 0.5841 3.7165
H 0.2666 1.5007 3.7175
H -0.3669 0.4304 2.8186
O 3.5024 -2.4846 1.8967
H 3.5229 -2.4427 2.8654
H 4.4344 -2.3951 1.6634
O -1.4629 -2.0299 -2.0318
H -1.7697 -2.5662 -1.2733
H -2.1356 -2.3436 -2.6615
O -1.6304 -2.9781 1.9535
H -0.8986 -2.7816 2.5431
H -1.9245 -2.1322 1.5924
```

As for the SMILES: CCCC(=O)N(C)C.O.O.O.O.O.O.O.O.O.O. The largest force on an atom comes out at 0.0557 Eh/bohr. The HOMO energy is -9.8 eV. Its total charge is 0. Its molar mass is 295.33 g/mol. As for the relative energy (zero: lowest compared OMol25 entry of this formula, charge and spin): 74.0 kcal per mole. The value obtained for the frontier orbital gap is 0.364 hartree.

***

2.
Here is a 2-piece molecular cluster, C5H10O3 overall at a distorted geometry from OMol25. Energies are from ωB97M-V/def2-TZVPD.

```
18
C5H10O3 (ωB97M-V/def2-TZVPD)
O -1.5499 -1.0818 -0.1197
C -1.0689 -0.8524 -1.3963
C -1.1017 0.3997 -1.8746
O -0.6847 0.7282 -3.1184
O -1.6649 1.4314 -1.1824
H -0.8618 -1.6487 0.3713
H -0.5243 -1.6338 -1.8988
H -1.0196 1.6158 -3.3036
H -1.9907 1.0630 -0.3463
C 1.6394 -1.3000 1.3623
C 1.2584 -0.1154 0.8952
C 0.7153 0.9891 1.7476
H 1.3988 -1.6106 2.3798
H 2.1626 -2.0123 0.7426
H 1.5603 0.1910 -0.1133
H 1.5109 1.6426 2.0755
H 0.0264 1.6003 1.1679
H 0.1945 0.5938 2.6114
```

As for the SMILES: OC=C(O)O.C=CC. The largest force on an atom comes out at 0.0436 Eh/bohr. The HOMO energy is -7.9 eV. Its total charge is 0. Its molar mass is 118.13 g/mol. As for the relative energy (zero: lowest compared OMol25 entry of this formula, charge and spin): 54.2 kcal per mole. The value obtained for the frontier orbital gap is 0.319 hartree.

***

3.
Here is an isolated ion of composition C4H6ClN2O and charge +1 at a distorted geometry from OMol25. Energies are from ωB97M-V/def2-TZVPD.

```
14
C4H6ClN2O (ωB97M-V/def2-TZVPD)
C -0.5117 -0.0056 1.5940
C 1.5075 -0.6419 0.5520
C -1.5859 -0.1097 0.8511
C 0.3127 0.1621 -1.3254
N 0.6825 -0.6568 1.4927
N 1.3427 0.3192 -0.5363
O -0.2308 1.1134 -2.0461
Cl -0.0399 -1.4625 -1.9258
H -0.6952 0.8001 2.3856
H 2.3984 -1.1864 0.5590
H -1.7092 -0.9631 0.3144
H -2.3984 0.5104 1.1831
H 2.0158 1.0645 -0.6208
H -1.0885 1.0563 -2.4774
```

The largest force on an atom comes out at 0.1061 Eh/bohr. The HOMO energy (alpha / beta) is -10.7 / -15.3 eV. Its total charge is +1. The spin multiplicity is 3. Its molar mass is 133.56 g/mol. As for the relative energy (zero: lowest compared OMol25 entry of this formula, charge and spin): 28.5 kcal per mole. The value obtained for the frontier orbital gap (alpha / beta) is 0.219 / 0.255 hartree.

***

4.
Here is a 16-piece molecular cluster, C36H112N16O16 overall at a distorted geometry from OMol25. Energies are from ωB97M-V/def2-TZVPD.

```
180
C36H112N16O16 (ωB97M-V/def2-TZVPD)
C 2.1570 4.2206 -0.1277
O 2.3589 5.2665 0.3869
N 1.5178 3.1773 0.4319
N 2.5626 3.9217 -1.3178
H 1.1342 2.4034 -0.0915
H 1.2207 3.2483 1.3946
H 2.3513 2.9732 -1.5932
H 3.1626 4.5743 -1.8016
C -0.3361 -0.8116 4.9254
O -0.1171 0.0591 4.0593
N 0.5416 -1.4490 5.6255
N -1.5657 -0.9917 5.4005
H 1.5423 -1.3724 5.5122
H 0.1720 -2.2343 6.1420
H -2.3641 -0.6882 4.8614
H -1.8250 -1.6347 6.1349
C -5.4435 1.6301 -1.1129
O -4.9852 0.6817 -1.7480
N -5.3062 1.6138 0.1493
N -6.2696 2.5065 -1.5892
H -4.8430 0.8525 0.6247
H -5.7978 2.3550 0.6278
H -6.5253 2.3647 -2.5559
H -6.5422 3.3174 -1.0524
C 4.5971 -1.3475 -1.7541
O 4.6106 -2.2537 -2.5834
N 3.4963 -0.8237 -1.3336
N 5.6665 -0.8643 -1.2143
H 3.4709 0.0111 -0.7657
H 2.6917 -1.2957 -1.7209
H 6.4451 -1.4729 -1.0057
H 5.5565 -0.0729 -0.5965
C -2.9171 2.1339 3.1323
C -2.9732 2.6445 4.5619
C -3.8691 1.7532 5.4874
O -5.1841 1.7680 5.1145
C -6.1285 1.8002 6.1992
N -1.6184 2.6854 5.0315
H -2.3941 2.9013 2.5617
H -3.9229 2.1472 2.7125
H -2.3651 1.2064 2.9799
H -3.4092 3.6368 4.6775
H -3.7481 2.1750 6.4852
H -3.4614 0.7426 5.4616
H -7.0683 1.7177 5.6532
H -6.0088 2.7629 6.6962
H -5.8893 0.9945 6.8934
H -1.5188 2.9501 6.0011
H -1.1319 1.8073 4.9203
C 0.0512 -7.1930 1.7836
C -0.5610 -7.6444 3.1052
C -1.6583 -6.6016 3.5899
O -1.2522 -5.3133 3.8395
C -1.7503 -4.3604 2.9926
N -1.2187 -8.9822 2.9091
H -0.7725 -7.2179 1.0701
H 0.6836 -7.9937 1.4003
H 0.5354 -6.2165 1.7692
H 0.1750 -7.6964 3.9075
H -2.0131 -6.9771 4.5497
H -2.6063 -6.5979 3.0520
H -1.0449 -3.5314 2.9353
H -2.6908 -4.0685 3.4598
H -1.8178 -4.7909 1.9935
H -0.6482 -9.5736 2.3219
H -1.1917 -9.4865 3.7838
C 0.6952 -0.8775 0.9735
C -0.7503 -0.9802 0.8260
C -1.3615 0.3794 0.4655
O -0.9162 0.7685 -0.8444
C -1.2614 1.9991 -1.2615
N -1.0983 -1.9815 -0.2914
H 1.0848 -1.8485 1.2792
H 0.7838 -0.2004 1.8231
H 1.1303 -0.4764 0.0581
H -1.1030 -1.2362 1.8251
H -1.1609 1.1935 1.1620
H -2.4450 0.2945 0.3825
H -0.7988 2.7317 -0.6002
H -2.3478 2.0848 -1.2386
H -0.9854 2.1638 -2.3030
H -0.7154 -2.8869 -0.0597
H -0.4897 -1.8208 -1.0812
C 0.3832 -3.5581 -5.4119
C -1.1371 -3.5347 -4.9720
C -1.9497 -2.4093 -5.6887
O -1.7156 -1.0671 -5.2890
C -2.4023 -0.6962 -4.0449
N -1.6405 -4.8318 -5.0843
H 0.8016 -2.6649 -4.9479
H 0.5204 -3.5416 -6.4931
H 1.0130 -4.3754 -5.0603
H -1.0709 -3.3485 -3.9000
H -3.0054 -2.6432 -5.5510
H -1.8330 -2.5477 -6.7636
H -2.3012 -1.4517 -3.2657
H -3.4797 -0.6396 -4.2003
H -2.0043 0.2418 -3.6579
H -2.6033 -4.8231 -4.7791
H -1.1580 -5.2847 -4.3213
C -0.3791 3.6243 -5.7822
C 0.1977 2.5904 -6.7979
C 0.5254 3.2514 -8.2315
O 1.8605 3.7641 -8.2267
C 2.1137 5.1338 -7.8173
N 1.4084 1.9358 -6.3873
H -1.3313 3.9829 -6.1731
H 0.3421 4.3884 -5.4921
H -0.6702 2.9911 -4.9441
H -0.5756 1.8456 -6.9859
H -0.0476 4.1635 -8.3984
H 0.3596 2.4946 -8.9982
H 1.3399 5.8996 -7.7636
H 3.0176 5.4265 -8.3515
H 2.5460 5.0294 -6.8221
H 1.7095 1.4094 -7.1949
H 2.2100 2.5387 -6.2687
C 4.1057 0.7449 2.2826
C 4.9717 1.7717 1.4807
C 6.5475 1.4945 1.3949
O 7.0833 2.4357 0.5144
C 8.4840 2.7042 0.6563
N 4.3406 1.8246 0.1959
H 4.5779 -0.2231 2.1153
H 3.0601 0.7187 1.9756
H 4.1644 0.9932 3.3424
H 4.8098 2.7906 1.8324
H 6.7998 0.5449 0.9229
H 6.9095 1.6249 2.4148
H 8.9401 3.1210 -0.2417
H 9.1251 1.8306 0.7739
H 8.7380 3.4984 1.3583
H 3.5610 2.4495 0.3437
H 5.0415 2.3271 -0.3299
C 6.5746 -5.0303 4.7283
C 7.1397 -4.0662 3.6455
C 5.9623 -3.3949 2.8701
O 5.0307 -4.3780 2.4290
C 4.1679 -3.9704 1.3480
N 8.0706 -3.2717 4.3089
H 5.8775 -4.5096 5.3848
H 7.3503 -5.5314 5.3073
H 6.0414 -5.8632 4.2700
H 7.7236 -4.6349 2.9218
H 6.4733 -2.8151 2.1015
H 5.4762 -2.6230 3.4667
H 3.4403 -4.7357 1.0778
H 4.8252 -3.7255 0.5137
H 3.4074 -3.2136 1.5404
H 8.3101 -2.5324 3.6637
H 7.5834 -2.6168 4.9038
C -3.5306 5.1067 -0.5205
C -4.7640 5.8578 -0.8673
C -5.8914 5.8851 0.3181
O -6.4776 4.5671 0.4569
C -7.7992 4.6686 0.9472
N -4.4419 7.2491 -1.2360
H -3.0275 5.3690 0.4102
H -2.7371 5.1474 -1.2667
H -3.6172 4.0219 -0.5819
H -5.0788 5.4671 -1.8350
H -6.6723 6.5953 0.0463
H -5.4321 6.1283 1.2762
H -7.8764 5.2796 1.8466
H -8.3374 3.7448 1.1597
H -8.3656 5.2205 0.1971
H -3.8316 7.3241 -2.0373
H -5.3257 7.5057 -1.6521
O -3.7558 -1.9436 -1.1842
H -2.8200 -1.9109 -0.9855
H -3.9976 -1.0327 -1.3513
O 0.6700 -1.8721 -2.4683
H 0.8050 -1.1202 -3.0451
H 0.8205 -2.6339 -3.0280
O 1.4795 1.2534 -2.1682
H 0.9084 0.7244 -1.6113
H 1.2559 0.9895 -3.0607
O -2.4979 -4.7511 -1.7376
H -2.3110 -3.8131 -1.6981
H -3.3158 -4.8122 -2.2312
```

The largest force on an atom comes out at 0.1111 Eh/bohr. The HOMO energy (alpha / beta) is 0.3 / -6.6 eV. Its total charge is -1. The spin multiplicity is 2. Its molar mass is 1025.39 g/mol. The value obtained for the frontier orbital gap (alpha / beta) is 0.050 / 0.301 hartree.